1.
{
  "formula": "C35H84BN2O21P",
  "method": "ωB97M-V/def2-TZVPD",
  "species": ["C", "C", "O", "O", "C", "C", "C", "C", "O", "C", "B", "O", "O", "N", "C", "C", "O", "N", "C", "C", "P", "O", "O", "O", "H", "H", "H", "H", "H", "H", "H", "H", "H", "H", "H", "H", "H", "H", "H", "H", "H", "H", "H", "H", "H", "H", "H", "H", "C", "O", "C", "C", "O", "C", "H", "H", "H", "H", "H", "H", "H", "H", "H", "H", "C", "O", "C", "C", "O", "C", "H", "H", "H", "H", "H", "H", "H", "H", "H", "H", "C", "O", "C", "C", "O", "C", "H", "H", "H", "H", "H", "H", "H", "H", "H", "H", "C", "O", "C", "C", "O", "C", "H", "H", "H", "H", "H", "H", "H", "H", "H", "H", "C", "O", "C", "C", "O", "C", "H", "H", "H", "H", "H", "H", "H", "H", "H", "H", "C", "O", "C", "C", "O", "C", "H", "H", "H", "H", "H", "H", "H", "H", "H", "H"],
  "positions_angstrom": [[-1.215, 4.050, 2.971], [-0.524, 5.169, 1.980], [0.133, 6.186, 2.569], [-0.600, 5.188, 0.510], [-0.695, 3.822, -0.046], [-0.519, 3.937, -1.665], [1.049, 3.833, -2.202], [1.836, 5.299, -2.166], [3.213, 5.233, -2.717], [3.688, 6.629, -2.890], [4.133, 6.759, -4.491], [3.742, 7.961, -5.309], [4.939, 5.629, -5.062], [1.832, 2.682, -1.653], [1.080, 1.380, -1.596], [2.135, 0.215, -2.167], [2.491, 0.297, -3.452], [2.568, -0.840, -1.173], [1.447, -1.807, -0.860], [3.844, -1.545, -1.596], [2.865, 3.015, -0.277], [2.938, 1.658, 0.595], [4.535, 3.253, -0.834], [2.359, 4.253, 0.828], [-2.279, 3.754, 2.565], [-1.393, 4.607, 4.011], [-0.525, 3.135, 3.214], [-1.804, 3.441, 0.159], [0.065, 3.060, 0.471], [-0.953, 4.970, -2.003], [-1.182, 3.096, -2.187], [0.930, 3.613, -3.372], [1.229, 5.978, -2.939], [1.755, 5.850, -1.137], [2.855, 7.392, -2.580], [4.606, 6.783, -2.172], [2.839, 8.295, -4.986], [4.320, 5.172, -5.706], [0.149, 1.317, -2.342], [0.647, 1.117, -0.535], [0.366, -1.317, -0.989], [1.478, -2.777, -1.534], [1.547, -2.090, 0.288], [4.515, -0.929, -2.336], [4.486, -1.693, -0.604], [3.615, -2.649, -1.979], [4.895, 2.300, -0.906], [3.163, 4.840, 1.012], [-1.344, 9.096, 2.977], [-2.112, 9.787, 1.995], [-3.273, 9.054, 1.599], [-4.531, 9.580, 2.300], [-4.479, 9.348, 3.711], [-4.095, 10.511, 4.438], [-0.649, 9.809, 3.430], [-1.972, 8.674, 3.767], [-0.768, 8.299, 2.498], [-3.139, 7.981, 1.783], [-3.391, 9.198, 0.519], [-5.400, 9.034, 1.919], [-4.685, 10.646, 2.087], [-4.947, 11.196, 4.509], [-3.250, 11.024, 3.974], [-3.806, 10.205, 5.446], [4.915, -8.088, -2.015], [5.290, -7.720, -0.691], [5.749, -6.369, -0.611], [4.654, -5.439, -0.075], [3.555, -5.345, -0.987], [2.460, -6.170, -0.601], [4.326, -9.008, -1.960], [4.308, -7.316, -2.498], [5.812, -8.279, -2.611], [6.117, -6.023, -1.585], [6.590, -6.355, 0.090], [5.069, -4.431, 0.029], [4.310, -5.764, 0.916], [1.913, -5.694, 0.220], [2.784, -7.167, -0.295], [1.789, -6.270, -1.458], [-1.814, -6.413, 0.644], [-0.942, -7.416, 0.130], [-1.234, -8.712, 0.658], [-2.048, -9.548, -0.337], [-3.350, -8.993, -0.545], [-3.431, -8.242, -1.753], [-1.725, -5.526, 0.009], [-2.858, -6.738, 0.643], [-1.510, -6.149, 1.661], [-1.751, -8.634, 1.622], [-0.276, -9.213, 0.830], [-2.192, -10.550, 0.082], [-1.514, -9.658, -1.291], [-3.507, -8.925, -2.605], [-2.569, -7.584, -1.886], [-4.334, -7.628, -1.714], [-1.012, 7.061, -5.521], [-0.636, 7.428, -4.196], [-0.178, 8.780, -4.117], [-1.273, 9.710, -3.581], [-2.371, 9.803, -4.492], [-3.467, 8.979, -4.107], [-1.600, 6.140, -5.466], [-1.619, 7.832, -6.004], [-0.115, 6.869, -6.117], [0.190, 9.125, -5.091], [0.664, 8.793, -3.416], [-0.858, 10.717, -3.477], [-1.616, 9.385, -2.589], [-4.013, 9.455, -3.286], [-3.142, 7.982, -3.801], [-4.138, 8.878, -4.964], [-6.176, -3.125, 2.734], [-5.304, -4.128, 2.220], [-5.597, -5.424, 2.747], [-6.411, -6.260, 1.752], [-7.712, -5.705, 1.544], [-7.794, -4.954, 0.336], [-6.088, -2.238, 2.099], [-7.221, -3.450, 2.732], [-5.873, -2.861, 3.751], [-6.114, -5.346, 3.711], [-4.638, -5.925, 2.920], [-6.555, -7.261, 2.171], [-5.877, -6.369, 0.799], [-7.870, -5.637, -0.516], [-6.932, -4.296, 0.203], [-8.697, -4.340, 0.376], [3.228, -7.828, 2.533], [3.841, -6.838, 3.354], [3.271, -6.789, 4.663], [4.146, -7.529, 5.681], [4.191, -8.933, 5.410], [5.384, -9.316, 4.734], [3.876, -8.004, 1.669], [3.093, -8.775, 3.064], [2.260, -7.462, 2.178], [2.249, -7.188, 4.659], [3.219, -5.733, 4.952], [3.705, -7.410, 6.676], [5.160, -7.106, 5.712], [6.214, -9.355, 5.446], [5.631, -8.632, 3.919], [5.234, -10.315, 4.315]],
  "lowdin_charge": [-0.02, -0.29, -0.05, -0.10, -0.19, -0.10, -0.26, -0.16, -0.22, -0.09, -0.32, 0.03, 0.04, -0.19, -0.14, -0.25, -0.04, -0.20, -0.10, -0.10, 0.75, -0.39, -0.22, -0.18, 0.09, 0.11, 0.10, 0.14, 0.13, 0.13, 0.12, 0.17, 0.13, 0.13, 0.11, 0.14, 0.09, 0.12, 0.15, 0.12, 0.10, 0.10, 0.11, 0.10, 0.10, 0.09, 0.10, 0.12, -0.10, -0.20, -0.20, -0.20, -0.20, -0.11, 0.09, 0.09, 0.06, 0.12, 0.12, 0.12, 0.12, 0.09, 0.08, 0.09, -0.11, -0.20, -0.19, -0.18, -0.21, -0.11, 0.09, 0.08, 0.09, 0.13, 0.12, 0.12, 0.11, 0.09, 0.07, 0.09, -0.10, -0.21, -0.19, -0.19, -0.20, -0.11, 0.09, 0.07, 0.09, 0.13, 0.12, 0.12, 0.13, 0.09, 0.08, 0.08, -0.10, -0.22, -0.20, -0.19, -0.19, -0.11, 0.09, 0.09, 0.09, 0.13, 0.11, 0.13, 0.13, 0.09, 0.08, 0.09, -0.11, -0.20, -0.19, -0.19, -0.20, -0.11, 0.09, 0.08, 0.09, 0.13, 0.12, 0.12, 0.12, 0.09, 0.08, 0.09, -0.11, -0.20, -0.19, -0.19, -0.20, -0.11, 0.08, 0.09, 0.08, 0.13, 0.12, 0.12, 0.13, 0.09, 0.08, 0.09],
  "spin_multiplicity": 1,
  "gap_ev": 9.21,
  "de_lowest_kj_mol": 802.9,
  "smiles": "CC(=O)OCC[C@@H](COCB(O)O)N(CC(=O)N(C)C)P(=O)(O)O.COCCOC.COCCOC.COCCOC.COCCOC.COCCOC.COCCOC",
  "homo_ha": -0.32997,
  "lumo_ev": 0.234
}

2.
{
  "formula": "C5H12NO",
  "method": "ωB97M-V/def2-TZVPD",
  "species": ["C", "C", "C", "C", "N", "C", "H", "H", "H", "H", "H", "H", "H", "H", "H", "H", "H", "H", "O"],
  "positions_angstrom": [[-1.609, -2.145, 0.765], [-1.735, -0.656, 1.014], [-1.072, 0.263, 0.022], [0.202, 0.139, -0.427], [0.469, 0.722, -1.676], [1.714, 0.993, -2.183], [-2.262, -2.683, 1.449], [-1.928, -2.486, -0.214], [-0.615, -2.560, 0.898], [-2.813, -0.467, 1.092], [-1.410, -0.355, 2.021], [-1.690, 0.994, -0.494], [1.190, 0.076, 0.018], [-0.287, 0.724, -2.344], [2.478, 1.269, -1.469], [1.787, 1.504, -3.135], [2.687, 2.201, 1.934], [2.190, 0.871, 1.551], [2.706, 1.598, 1.178]],
  "lowdin_spin": [0.01, 0.02, 0.14, -0.03, 0.18, 0.56, 0.00, 0.00, 0.00, 0.00, 0.01, 0.01, 0.00, 0.00, 0.05, 0.04, 0.00, 0.00, 0.00],
  "s_squared": 0.77,
  "spin_multiplicity": 2,
  "gap_ev": [6.94, 8.99],
  "de_lowest_kj_mol": 109.5,
  "homo_ha": [-0.22622, -0.30288],
  "lumo_ev": [0.787, 0.750]
}